No. 1
{"formula": "C40H110N10O10", "method": "ωB97M-V/def2-TZVPD", "gap_ev": 8.9, "max_force_ev_per_a": 2.71, "e_above_lowest_kcal_mol": 97.8, "e_lumo_ev": 0.61, "smiles": "COC[C@H](C)N.COC[C@H](C)N.COC[C@H](C)N.COC[C@H](C)N.COC[C@H](C)N.COC[C@H](C)N.COC[C@H](C)N.COC[C@H](C)N.COC[C@H](C)N.COC[C@H](C)N", "species": ["C", "C", "C", "O", "C", "N", "H", "H", "H", "H", "H", "H", "H", "H", "H", "H", "H", "C", "C", "C", "O", "C", "N", "H", "H", "H", "H", "H", "H", "H", "H", "H", "H", "H", "C", "C", "C", "O", "C", "N", "H", "H", "H", "H", "H", "H", "H", "H", "H", "H", "H", "C", "C", "C", "O", "C", "N", "H", "H", "H", "H", "H", "H", "H", "H", "H", "H", "H", "C", "C", "C", "O", "C", "N", "H", "H", "H", "H", "H", "H", "H", "H", "H", "H", "H", "C", "C", "C", "O", "C", "N", "H", "H", "H", "H", "H", "H", "H", "H", "H", "H", "H", "C", "C", "C", "O", "C", "N", "H", "H", "H", "H", "H", "H", "H", "H", "H", "H", "H", "C", "C", "C", "O", "C", "N", "H", "H", "H", "H", "H", "H", "H", "H", "H", "H", "H", "C", "C", "C", "O", "C", "N", "H", "H", "H", "H", "H", "H", "H", "H", "H", "H", "H", "C", "C", "C", "O", "C", "N", "H", "H", "H", "H", "H", "H", "H", "H", "H", "H", "H"], "xyz": [[5.625, -1.686, 7.996], [4.278, -1.711, 7.351], [4.476, -1.602, 5.834], [3.196, -1.528, 5.225], [3.287, -1.256, 3.856], [3.553, -2.905, 7.718], [6.231, -0.879, 7.584], [6.232, -2.566, 7.786], [5.703, -1.543, 9.074], [3.721, -0.823, 7.652], [5.036, -2.465, 5.475], [5.072, -0.751, 5.503], [3.959, -1.994, 3.417], [3.661, -0.247, 3.683], [2.330, -1.333, 3.341], [2.732, -2.829, 7.135], [4.037, -3.692, 7.310], [-5.514, -6.299, -5.523], [-4.076, -5.882, -5.849], [-3.566, -4.994, -4.691], [-3.913, -3.628, -4.829], [-3.239, -2.725, -3.959], [-3.261, -7.033, -6.000], [-6.280, -5.527, -5.455], [-5.545, -6.782, -4.546], [-5.895, -7.075, -6.187], [-3.969, -5.274, -6.747], [-2.477, -4.943, -4.672], [-3.841, -5.490, -3.761], [-2.155, -2.807, -4.040], [-3.529, -2.952, -2.933], [-3.599, -1.710, -4.128], [-3.153, -7.113, -7.001], [-2.314, -6.912, -5.672], [0.606, -5.081, -0.006], [0.210, -3.596, 0.027], [-1.296, -3.343, 0.257], [-2.189, -3.819, -0.770], [-3.367, -4.480, -0.384], [0.997, -3.043, 1.058], [-0.006, -5.489, -0.810], [0.345, -5.577, 0.929], [1.681, -5.216, -0.128], [0.431, -3.269, -0.990], [-1.435, -2.299, 0.537], [-1.551, -3.827, 1.200], [-3.163, -5.458, 0.051], [-4.057, -4.523, -1.226], [-3.805, -3.846, 0.388], [0.862, -3.532, 1.931], [0.617, -2.157, 1.360], [1.899, 0.167, -3.601], [2.273, 1.632, -3.570], [2.449, 2.276, -4.966], [3.518, 1.675, -5.693], [3.710, 2.360, -6.893], [1.131, 2.217, -2.865], [1.117, -0.143, -4.293], [1.590, -0.215, -2.628], [2.789, -0.321, -4.000], [3.156, 1.899, -2.991], [2.589, 3.326, -4.711], [1.508, 2.142, -5.499], [2.849, 2.273, -7.555], [4.578, 2.020, -7.458], [3.888, 3.434, -6.840], [0.868, 1.580, -2.127], [0.310, 2.119, -3.445], [-3.371, -1.939, 4.446], [-2.500, -1.028, 3.640], [-2.423, 0.440, 4.195], [-2.148, 1.317, 3.078], [-2.276, 2.722, 3.308], [-1.161, -1.560, 3.575], [-2.979, -2.054, 5.457], [-3.356, -2.897, 3.925], [-4.397, -1.573, 4.471], [-2.876, -0.907, 2.624], [-1.682, 0.464, 4.994], [-3.309, 0.681, 4.783], [-1.692, 3.144, 4.125], [-3.295, 2.987, 3.587], [-1.950, 3.242, 2.407], [-0.570, -0.871, 3.133], [-0.736, -1.670, 4.485], [2.125, 0.881, 0.469], [0.695, 1.287, 0.909], [-0.313, 0.330, 0.151], [-0.525, 0.764, -1.225], [-1.795, 0.298, -1.787], [0.639, 1.104, 2.372], [2.494, -0.113, 0.721], [2.806, 1.681, 0.759], [2.155, 0.893, -0.620], [0.569, 2.306, 0.544], [-1.290, 0.331, 0.634], [0.075, -0.689, 0.149], [-2.694, 0.546, -1.222], [-1.706, -0.781, -1.911], [-1.995, 0.692, -2.783], [1.235, 1.756, 2.861], [-0.284, 1.382, 2.675], [-3.606, 2.261, -4.840], [-2.425, 1.615, -5.560], [-2.444, 1.578, -7.071], [-3.479, 0.739, -7.464], [-3.832, 0.947, -8.807], [-1.317, 2.426, -5.182], [-3.339, 2.615, -3.845], [-4.532, 1.686, -4.812], [-3.834, 3.129, -5.458], [-2.345, 0.637, -5.087], [-1.511, 1.146, -7.431], [-2.442, 2.551, -7.560], [-4.394, 1.870, -8.953], [-4.452, 0.111, -9.129], [-3.000, 0.910, -9.510], [-1.381, 3.256, -5.754], [-1.484, 2.732, -4.234], [1.291, 1.819, 7.202], [1.288, 1.803, 5.656], [2.626, 2.279, 5.125], [2.600, 2.594, 3.683], [3.886, 2.951, 3.066], [1.160, 0.458, 5.215], [1.301, 2.825, 7.621], [2.210, 1.297, 7.470], [0.426, 1.266, 7.569], [0.493, 2.412, 5.225], [3.408, 1.557, 5.361], [2.898, 3.191, 5.655], [4.446, 3.695, 3.631], [3.603, 3.446, 2.137], [4.566, 2.109, 2.937], [1.933, -0.104, 5.541], [1.173, 0.459, 4.205], [7.422, 3.079, 3.583], [8.221, 3.148, 2.276], [7.340, 3.286, 0.976], [6.473, 2.171, 0.967], [5.837, 1.940, -0.279], [9.030, 4.323, 2.461], [6.612, 2.351, 3.544], [7.009, 4.076, 3.732], [8.079, 2.948, 4.443], [8.888, 2.287, 2.224], [7.942, 3.270, 0.068], [6.700, 4.157, 1.118], [6.566, 1.598, -1.013], [5.491, 2.879, -0.710], [5.112, 1.131, -0.189], [9.433, 4.335, 3.387], [8.444, 5.127, 2.288], [-8.135, 1.923, -1.361], [-6.723, 2.328, -1.882], [-5.660, 1.440, -1.138], [-5.547, 1.747, 0.280], [-4.559, 0.991, 0.983], [-6.792, 1.981, -3.303], [-8.274, 0.847, -1.463], [-8.845, 2.467, -1.983], [-8.317, 2.241, -0.334], [-6.515, 3.397, -1.833], [-4.678, 1.499, -1.606], [-5.916, 0.387, -1.261], [-3.547, 1.227, 0.654], [-4.727, -0.084, 0.926], [-4.682, 1.355, 2.003], [-7.262, 2.672, -3.870], [-7.286, 1.113, -3.454]]}

=====

No. 2
{"formula": "C40H110N10O10", "method": "ωB97M-V/def2-TZVPD", "gap_ev": 8.6, "max_force_ev_per_a": 3.62, "e_above_lowest_kcal_mol": 160.2, "e_lumo_ev": 0.34, "smiles": "COC[C@H](C)N.COC[C@H](C)N.COC[C@H](C)N.COC[C@H](C)N.COC[C@H](C)N.COC[C@H](C)N.COC[C@H](C)N.COC[C@H](C)N.COC[C@H](C)N.COC[C@H](C)N", "species": ["C", "C", "C", "O", "C", "N", "H", "H", "H", "H", "H", "H", "H", "H", "H", "H", "H", "C", "C", "C", "O", "C", "N", "H", "H", "H", "H", "H", "H", "H", "H", "H", "H", "H", "C", "C", "C", "O", "C", "N", "H", "H", "H", "H", "H", "H", "H", "H", "H", "H", "H", "C", "C", "C", "O", "C", "N", "H", "H", "H", "H", "H", "H", "H", "H", "H", "H", "H", "C", "C", "C", "O", "C", "N", "H", "H", "H", "H", "H", "H", "H", "H", "H", "H", "H", "C", "C", "C", "O", "C", "N", "H", "H", "H", "H", "H", "H", "H", "H", "H", "H", "H", "C", "C", "C", "O", "C", "N", "H", "H", "H", "H", "H", "H", "H", "H", "H", "H", "H", "C", "C", "C", "O", "C", "N", "H", "H", "H", "H", "H", "H", "H", "H", "H", "H", "H", "C", "C", "C", "O", "C", "N", "H", "H", "H", "H", "H", "H", "H", "H", "H", "H", "H", "C", "C", "C", "O", "C", "N", "H", "H", "H", "H", "H", "H", "H", "H", "H", "H", "H"], "xyz": [[1.147, 1.342, -8.661], [1.939, 0.756, -7.470], [1.019, -0.095, -6.598], [0.308, -1.038, -7.360], [-0.253, -2.007, -6.626], [2.968, -0.145, -8.058], [1.589, 2.256, -9.058], [0.227, 1.705, -8.203], [0.977, 0.785, -9.583], [2.343, 1.555, -6.848], [0.312, 0.575, -6.110], [1.657, -0.478, -5.802], [-0.867, -2.644, -7.262], [-0.745, -1.583, -5.750], [0.575, -2.559, -6.181], [2.466, -0.957, -8.389], [3.427, 0.192, -8.892], [-1.271, 5.399, 2.893], [-0.918, 4.581, 4.139], [-2.073, 3.713, 4.598], [-3.222, 4.538, 4.760], [-3.446, 5.225, 6.029], [0.189, 3.758, 3.711], [-0.410, 6.024, 2.656], [-2.009, 6.055, 3.356], [-1.557, 4.860, 1.991], [-0.554, 5.179, 4.974], [-1.845, 2.981, 5.372], [-2.470, 3.124, 3.771], [-3.790, 4.524, 6.790], [-4.230, 5.967, 5.881], [-2.598, 5.760, 6.457], [0.160, 2.884, 4.217], [0.365, 3.581, 2.732], [1.277, 3.378, -0.163], [2.033, 4.099, -1.287], [3.494, 3.698, -1.601], [4.328, 3.869, -0.444], [5.698, 3.652, -0.673], [1.145, 4.105, -2.467], [0.527, 4.124, 0.099], [1.799, 3.176, 0.772], [0.955, 2.408, -0.542], [2.066, 5.108, -0.877], [3.824, 4.518, -2.239], [3.470, 2.714, -2.068], [5.845, 2.608, -0.949], [6.221, 3.909, 0.248], [6.159, 4.300, -1.419], [0.151, 4.133, -2.292], [1.315, 4.749, -3.226], [2.078, -3.834, 4.556], [2.533, -2.459, 4.116], [3.753, -2.266, 3.178], [4.879, -2.888, 3.827], [5.743, -3.641, 2.996], [1.320, -1.837, 3.594], [1.243, -3.833, 5.257], [2.964, -4.261, 5.027], [1.712, -4.243, 3.615], [2.854, -1.991, 5.047], [3.964, -1.199, 3.109], [3.405, -2.627, 2.210], [5.246, -4.458, 2.473], [6.589, -4.123, 3.486], [6.102, -3.041, 2.159], [1.116, -2.290, 2.715], [0.491, -2.105, 4.106], [-1.365, -4.558, 1.319], [-2.096, -3.524, 2.158], [-3.662, -3.415, 1.951], [-4.128, -2.359, 2.799], [-5.368, -1.826, 2.385], [-1.787, -3.778, 3.470], [-0.364, -4.738, 1.710], [-1.506, -4.451, 0.243], [-1.934, -5.486, 1.258], [-1.858, -2.491, 1.905], [-4.110, -4.392, 2.132], [-3.770, -3.198, 0.889], [-6.224, -2.480, 2.218], [-5.425, -1.351, 1.406], [-5.714, -1.166, 3.181], [-1.974, -4.758, 3.626], [-2.547, -3.411, 4.025], [0.666, -3.274, -2.602], [-0.750, -3.828, -2.859], [-0.944, -5.355, -2.566], [-0.193, -6.138, -3.496], [0.121, -7.469, -2.903], [-1.643, -3.101, -1.987], [0.838, -2.308, -3.076], [1.473, -3.881, -3.011], [0.609, -3.037, -1.540], [-1.092, -3.710, -3.887], [-1.980, -5.675, -2.453], [-0.557, -5.415, -1.549], [-0.727, -8.075, -2.583], [0.620, -7.439, -1.934], [0.690, -8.219, -3.453], [-2.534, -3.519, -2.215], [-1.594, -2.146, -2.312], [3.193, -1.346, -1.100], [4.582, -1.085, -0.498], [5.706, -1.181, -1.676], [6.978, -0.988, -1.074], [8.023, -0.905, -1.960], [4.693, 0.268, 0.081], [2.418, -0.975, -0.429], [3.020, -2.410, -1.265], [3.033, -0.840, -2.052], [4.901, -1.866, 0.194], [5.519, -0.403, -2.417], [5.631, -2.113, -2.236], [8.977, -0.722, -1.464], [7.817, -0.068, -2.627], [8.126, -1.824, -2.536], [3.844, 0.393, 0.613], [5.412, 0.166, 0.782], [1.322, 0.321, 6.789], [0.029, -0.195, 6.185], [-1.165, -0.094, 7.142], [-2.333, -0.861, 6.853], [-3.163, -0.502, 5.705], [-0.321, 0.687, 5.089], [1.285, 1.386, 7.018], [2.137, 0.191, 6.077], [1.619, -0.271, 7.654], [0.253, -1.217, 5.880], [-1.439, 0.930, 7.393], [-0.740, -0.550, 8.037], [-3.798, 0.379, 5.798], [-3.892, -1.307, 5.611], [-2.554, -0.328, 4.819], [-1.021, 0.169, 4.576], [0.480, 0.416, 4.536], [-1.149, 0.916, 1.366], [-1.404, 0.097, 0.139], [-1.449, 0.801, -1.259], [-1.389, -0.234, -2.322], [-1.230, 0.363, -3.653], [-0.365, -0.919, 0.032], [-0.169, 1.388, 1.301], [-1.209, 0.297, 2.261], [-1.926, 1.678, 1.425], [-2.431, -0.250, 0.251], [-0.673, 1.559, -1.368], [-2.430, 1.241, -1.434], [-0.234, 0.762, -3.845], [-1.986, 1.134, -3.799], [-1.450, -0.324, -4.470], [-0.480, -1.799, 0.514], [-0.416, -1.219, -0.931], [-4.908, 3.724, -4.826], [-4.968, 4.509, -3.477], [-5.517, 3.651, -2.307], [-6.695, 2.947, -2.705], [-7.319, 2.071, -1.805], [-3.637, 4.971, -3.238], [-4.547, 4.398, -5.603], [-5.899, 3.351, -5.087], [-4.147, 2.966, -4.643], [-5.529, 5.434, -3.613], [-5.764, 4.194, -1.395], [-4.715, 2.990, -1.979], [-7.218, 2.520, -0.817], [-6.858, 1.089, -1.696], [-8.401, 2.046, -1.935], [-3.212, 5.372, -4.062], [-3.733, 5.735, -2.584]]}